ORCA calculation (the ωB97M-V functional and the def2-TZVPD basis) on one molecule with the formula C2H2N4O2 in a non-equilibrium geometry.

Element x y z (Å)
1 C -2.148 -0.309 -0.116
2 C 0.109 -0.451 0.195
3 H -3.094 -0.834 -0.207
4 H 2.541 1.557 0.203
5 N -1.018 -1.009 0.002
6 N 1.329 -1.218 0.068
7 N 2.258 -0.316 -0.134
8 N 1.764 0.861 -0.211
9 O -2.158 0.853 -0.033
10 O 0.417 0.866 0.233

Calculated values
max |F| = 5.2 eV/Å
E_LUMO = -0.622 eV
DFT total energy = -12157.323 eV
energy above the lowest of the compared OMol25 structures with the same formula, charge and spin = 523.36 kJ/mol
M = 114.1 Da
HOMO-LUMO gap = 9.27 eV



ORCA calculation (the ωB97M-V functional and the def2-TZVPD basis) on C43H55F4N3O2PPbS as an isolated structure in a non-equilibrium geometry.

Element x y z (Å)
1 Pb -0.206 0.804 0.774
2 C -0.172 -0.926 -3.140
3 C -1.578 -1.497 -3.076
4 N -1.861 -2.320 -1.893
5 C -3.258 -2.313 -1.438
6 C -3.500 -2.809 -0.026
7 C -0.986 -3.324 -1.514
8 C -0.095 -3.088 -0.103
9 N 0.863 -2.102 -0.327
10 C 2.085 -2.352 -0.786
11 C 2.901 -1.203 -1.046
12 F 2.388 0.007 -0.806
13 C 4.184 -1.306 -1.502
14 F 4.897 -0.203 -1.705
15 C 4.744 -2.555 -1.740
16 C 3.993 -3.698 -1.508
17 F 4.515 -4.887 -1.737
18 C 2.698 -3.616 -1.047
19 F 2.014 -4.734 -0.864
20 H -0.101 -0.307 -4.034
21 H 0.596 -1.695 -3.226
22 H 0.042 -0.293 -2.278
23 H -1.790 -2.110 -3.960
24 H -2.308 -0.689 -3.074
25 H -3.837 -2.903 -2.159
26 H -3.608 -1.285 -1.536
27 H -3.197 -3.846 0.127
28 H -4.571 -2.764 0.169
29 H -3.007 -2.176 0.715
30 H -0.242 -3.533 -2.277
31 H -1.521 -4.233 -1.233
32 H 0.261 -4.095 0.111
33 H -0.821 -2.768 0.639
34 H 5.759 -2.641 -2.108
35 C -5.193 2.436 1.310
36 C -4.745 1.536 2.265
37 C -3.468 1.018 2.146
38 N -2.647 1.350 1.140
39 C -3.093 2.213 0.209
40 C -4.352 2.779 0.260
41 H -6.186 2.863 1.381
42 H -5.371 1.238 3.095
43 H -3.089 0.318 2.881
44 H -2.405 2.449 -0.602
45 H -4.664 3.472 -0.510
46 O -0.197 3.183 1.510
47 H -0.979 3.654 1.186
48 H 0.551 3.650 1.097
49 C 0.613 1.068 6.278
50 C 0.281 1.662 4.905
51 C 0.881 3.067 4.788
52 C -1.244 1.758 4.768
53 P 0.845 0.583 3.494
54 C 0.311 -1.107 3.905
55 C -0.841 -1.602 3.291
56 C -1.333 -2.869 3.579
57 C -0.661 -3.675 4.484
58 C 0.491 -3.204 5.103
59 C 0.967 -1.932 4.823
60 C 2.694 0.574 3.258
61 C 3.552 0.620 4.527
62 C 3.034 -0.695 2.468
63 C 3.029 1.796 2.388
64 H 0.232 1.748 7.044
65 H 1.684 0.960 6.445
66 H 0.132 0.103 6.435
67 H 0.419 3.700 5.550
68 H 0.680 3.523 3.818
69 H 1.954 3.079 4.974
70 H -1.634 2.370 5.585
71 H -1.719 0.776 4.843
72 H -1.534 2.234 3.828
73 H -1.408 -0.981 2.598
74 H -2.247 -3.220 3.114
75 H -1.038 -4.662 4.722
76 H 1.012 -3.826 5.820
77 H 1.851 -1.582 5.338
78 H 3.347 -0.209 5.203
79 H 3.435 1.551 5.079
80 H 4.603 0.545 4.235
81 H 3.036 -1.582 3.101
82 H 4.031 -0.586 2.031
83 H 2.320 -0.877 1.659
84 H 2.768 2.739 2.870
85 H 2.531 1.760 1.409
86 H 4.104 1.813 2.190
87 O 0.009 2.296 -1.226
88 S 1.088 2.898 -2.139
89 C 2.035 3.981 -1.107
90 C 1.464 5.107 -0.508
91 C 2.229 5.866 0.362
92 C 3.557 5.515 0.610
93 C 4.120 4.409 -0.006
94 C 3.355 3.627 -0.865
95 C 0.231 4.064 -3.169
96 C -1.123 3.863 -3.398
97 C -1.782 4.698 -4.289
98 C -1.087 5.704 -4.946
99 C 0.272 5.883 -4.718
100 C 0.944 5.060 -3.827
101 H 0.451 5.406 -0.761
102 H 1.808 6.752 0.820
103 H 4.157 6.128 1.271
104 H 5.160 4.159 0.170
105 H 3.787 2.764 -1.360
106 H -1.653 3.070 -2.886
107 H -2.839 4.560 -4.477
108 H -1.603 6.352 -5.642
109 H 0.812 6.667 -5.232
110 H 2.003 5.201 -3.650

Calculated values
max |F| = 1.8 eV/Å
E_LUMO = -10.753 eV
DFT total energy = -90264.791 eV
energy above the lowest of the compared OMol25 structures with the same formula, charge and spin = 86.59 kJ/mol
M = 992.2 Da
total charge = +3
HOMO-LUMO gap = 5.04 eV



ORCA calculation (the ωB97M-V functional and the def2-TZVPD basis) on a 3-piece molecular cluster, C29H56F5N4O8 overall in a non-equilibrium geometry.

Element x y z (Å)
1 C 1.131 5.115 7.652
2 C -0.131 4.516 7.027
3 O -0.900 3.944 8.075
4 C -1.969 3.134 7.612
5 C -1.551 1.661 7.836
6 O -0.530 1.343 6.883
7 C -1.059 0.857 5.676
8 C -0.520 1.606 4.456
9 O 0.881 1.474 4.356
10 C 1.403 1.896 3.128
11 N 0.878 1.146 1.956
12 C 0.315 2.029 0.895
13 C -1.045 2.651 1.264
14 O -1.485 3.493 0.209
15 C -1.959 2.704 -0.826
16 O -1.222 2.414 -1.693
17 C -3.397 2.221 -0.865
18 C -3.580 0.820 -0.179
19 C 1.861 0.364 1.342
20 N 2.613 0.923 0.279
21 C 3.849 1.515 0.678
22 F 3.665 2.700 1.249
23 F 4.558 0.780 1.544
24 C 4.692 1.784 -0.612
25 F 3.900 2.153 -1.590
26 F 5.374 0.723 -0.970
27 F 5.518 2.767 -0.420
28 N 2.008 -0.846 1.721
29 C 1.168 -1.407 2.809
30 C -0.186 -1.954 2.335
31 O -0.937 -2.307 3.500
32 C 2.985 -1.780 1.117
33 C 2.303 -2.793 0.143
34 C 1.424 -2.134 -0.951
35 C 0.338 -3.090 -1.514
36 N -0.896 -2.977 -0.721
37 H 0.883 5.941 8.316
38 H 1.773 5.423 6.819
39 H 1.676 4.316 8.159
40 H -0.752 5.273 6.521
41 H 0.201 3.791 6.273
42 H -2.894 3.335 8.163
43 H -2.128 3.288 6.536
44 H -1.163 1.582 8.853
45 H -2.404 0.972 7.763
46 H -0.803 -0.210 5.558
47 H -2.153 0.940 5.630
48 H -1.078 1.223 3.590
49 H -0.803 2.663 4.587
50 H 2.487 1.803 3.218
51 H 1.171 2.962 2.989
52 H 0.155 1.463 -0.023
53 H 0.998 2.864 0.699
54 H -1.769 1.826 1.362
55 H -1.027 3.188 2.211
56 H -3.627 2.075 -1.920
57 H -4.094 2.961 -0.468
58 H -2.595 0.413 0.071
59 H -4.042 0.113 -0.866
60 H -4.196 0.939 0.712
61 H 2.777 0.250 -0.466
62 H 1.005 -0.684 3.612
63 H 1.745 -2.224 3.246
64 H -0.053 -2.888 1.792
65 H -0.790 -1.223 1.787
66 H -0.551 -1.901 4.287
67 H 3.422 -2.364 1.924
68 H 3.740 -1.270 0.529
69 H 1.800 -3.601 0.679
70 H 3.139 -3.267 -0.383
71 H 2.076 -1.918 -1.808
72 H 0.943 -1.192 -0.649
73 H 0.118 -2.762 -2.538
74 H 0.753 -4.102 -1.486
75 H -1.042 -2.014 -0.447
76 H -1.680 -3.311 -1.268
77 C -0.084 0.621 -4.885
78 C -1.488 0.270 -5.355
79 C -1.471 -1.249 -5.281
80 O -0.572 -1.597 -4.212
81 C 0.162 -0.435 -3.820
82 H 0.011 1.637 -4.503
83 H 0.626 0.497 -5.707
84 H -2.225 0.671 -4.654
85 H -1.725 0.643 -6.349
86 H -1.086 -1.689 -6.205
87 H -2.456 -1.672 -5.081
88 H -0.220 -0.107 -2.843
89 H 1.220 -0.690 -3.715
90 C 0.068 -4.784 -9.233
91 C -1.155 -5.573 -8.788
92 C -1.849 -4.579 -7.871
93 O -1.540 -3.272 -8.370
94 C -0.494 -3.376 -9.344
95 H 0.506 -5.141 -10.164
96 H 0.837 -4.821 -8.457
97 H -1.789 -5.793 -9.650
98 H -0.916 -6.513 -8.292
99 H -1.468 -4.650 -6.846
100 H -2.932 -4.711 -7.848
101 H -0.932 -3.201 -10.332
102 H 0.257 -2.606 -9.157

Calculated values
max |F| = 2.5 eV/Å
E_LUMO = -3.685 eV
DFT total energy = -66899.658 eV
M = 683.8 Da
total charge = +1
HOMO-LUMO gap = 7.27 eV



ORCA calculation (the ωB97M-V functional and the def2-TZVPD basis) on C3H5N3 as an isolated structure in a non-equilibrium geometry.

Element x y z (Å)
1 N -1.646 1.561 -0.091
2 C -0.575 0.841 -0.004
3 C -0.627 -0.718 0.059
4 N 0.665 -1.300 -0.156
5 C 1.638 -0.569 -0.223
6 N 0.641 1.406 0.048
7 H -2.484 0.991 0.007
8 H -0.995 -1.058 1.031
9 H -1.306 -1.083 -0.715
10 H 2.696 -0.781 -0.386
11 H 1.513 0.718 0.184

Calculated values
max |F| = 1.1 eV/Å
E_LUMO (spin up / spin down) = -1.097 / -1.097 eV
DFT total energy = -7657.641 eV
energy above the lowest of the compared OMol25 structures with the same formula, charge and spin = 464.56 kJ/mol
M = 83.1 Da
HOMO-LUMO gap (spin up / spin down) = 7.43 / 7.43 eV



ORCA calculation (the ωB97M-V functional and the def2-TZVPD basis) on one molecule with the formula C4H7NO in a non-equilibrium geometry.

Element x y z (Å)
1 C 1.878 0.295 0.251
2 O 0.735 -0.514 0.449
3 C -0.372 -0.202 -0.356
4 C -1.584 -0.917 0.229
5 C -0.617 1.263 -0.428
6 N -0.784 2.404 -0.514
7 H 1.735 1.293 0.687
8 H 2.129 0.405 -0.815
9 H 2.704 -0.206 0.757
10 H -0.198 -0.534 -1.394
11 H -1.375 -1.988 0.288
12 H -1.781 -0.543 1.237
13 H -2.469 -0.755 -0.392

Calculated values
max |F| = 1.1 eV/Å
E_LUMO = 0.896 eV
DFT total energy = -7798.132 eV
energy above the lowest of the compared OMol25 structures with the same formula, charge and spin = 145.91 kJ/mol
M = 85.1 Da
HOMO-LUMO gap = 11.58 eV



ORCA calculation (the ωB97M-V functional and the def2-TZVPD basis) on C38H36CsF3N6OSSb as an isolated structure in a non-equilibrium geometry.

Element x y z (Å)
1 Cs 0.607 -1.194 1.550
2 O 2.004 -3.759 0.794
3 C 2.609 -2.720 0.442
4 N 3.255 -1.847 1.176
5 C 3.311 -2.195 2.592
6 C 3.716 -0.963 3.359
7 C 5.059 -0.607 3.465
8 C 5.398 0.563 4.117
9 C 4.384 1.347 4.650
10 C 3.078 0.918 4.495
11 N 2.740 -0.206 3.864
12 C 2.511 -2.351 -1.028
13 C 3.444 -2.851 -1.934
14 C 3.315 -2.534 -3.271
15 C 2.254 -1.732 -3.669
16 C 1.372 -1.286 -2.699
17 N 1.492 -1.576 -1.404
18 H 2.351 -2.561 2.981
19 H 4.033 -3.004 2.762
20 H 5.811 -1.242 3.018
21 H 6.433 0.864 4.206
22 H 4.596 2.272 5.168
23 H 2.254 1.503 4.890
24 H 4.251 -3.473 -1.573
25 H 4.030 -2.904 -3.997
26 H 2.105 -1.457 -4.704
27 H 0.535 -0.655 -2.972
28 N 4.062 0.647 -0.720
29 C 3.025 1.592 -1.135
30 C 3.037 2.837 -0.257
31 C 2.445 2.639 1.132
32 N 1.024 2.325 1.031
33 H 4.126 -0.099 -1.405
34 H 3.792 0.160 0.135
35 H 2.017 1.152 -1.133
36 H 3.241 1.894 -2.164
37 H 2.482 3.643 -0.753
38 H 4.071 3.178 -0.158
39 H 2.647 3.538 1.735
40 H 2.942 1.806 1.639
41 H 0.512 3.081 0.589
42 H 0.596 2.152 1.933
43 S -2.137 0.386 2.482
44 C -2.182 -1.338 2.704
45 C -2.493 -1.913 3.953
46 C -2.426 -3.277 4.113
47 C -2.071 -4.082 3.030
48 C -1.812 -3.452 1.831
49 N -1.856 -2.129 1.666
50 H -2.768 -1.260 4.770
51 H -2.646 -3.721 5.077
52 H -1.996 -5.157 3.116
53 H -1.535 -4.027 0.953
54 F -1.086 1.841 -6.793
55 C -1.227 1.535 -5.477
56 C -0.382 2.128 -4.560
57 C -0.537 1.796 -3.222
58 C -1.513 0.901 -2.783
59 C -2.338 0.333 -3.750
60 C -2.205 0.640 -5.101
61 Sb -1.524 0.490 -0.606
62 C -3.172 -0.866 -0.790
63 C -4.399 -0.660 -0.173
64 C -5.400 -1.622 -0.227
65 C -5.148 -2.793 -0.908
66 F -6.121 -3.740 -0.966
67 C -3.942 -3.043 -1.531
68 C -2.957 -2.069 -1.458
69 C -2.690 2.292 -0.356
70 C -2.459 3.144 0.719
71 C -3.156 4.336 0.868
72 C -4.104 4.659 -0.079
73 F -4.794 5.821 0.054
74 C -4.377 3.844 -1.158
75 C -3.654 2.665 -1.288
76 H 0.377 2.823 -4.896
77 H 0.142 2.248 -2.503
78 H -3.109 -0.372 -3.459
79 H -2.846 0.197 -5.852
80 H -4.575 0.252 0.385
81 H -6.356 -1.477 0.257
82 H -3.783 -3.982 -2.043
83 H -1.996 -2.270 -1.921
84 H -1.742 2.870 1.482
85 H -2.982 4.998 1.705
86 H -5.132 4.133 -1.876
87 H -3.854 2.027 -2.141

Calculated values
max |F| = 1.6 eV/Å
E_LUMO = 2.056 eV
DFT total energy = -77053.782 eV
energy above the lowest of the compared OMol25 structures with the same formula, charge and spin = 74.77 kJ/mol
M = 936.5 Da
total charge = -1
HOMO-LUMO gap = 6.89 eV



ORCA calculation (the ωB97M-V functional and the def2-TZVPD basis) on an isolated ion of composition C8H9N2O and charge +1 in a non-equilibrium geometry.

Element x y z (Å)
1 C 0.965 -1.233 -0.789
2 C 1.132 -0.220 0.204
3 C -1.375 -1.233 -0.369
4 C 2.346 0.164 0.791
5 C 2.299 1.104 1.804
6 C 1.075 1.606 2.238
7 C -0.085 1.160 1.616
8 C -2.780 -0.177 -2.004
9 N -0.027 0.319 0.611
10 N -0.277 -1.566 -1.098
11 O -2.478 -0.779 -0.727
12 H 1.787 -1.777 -1.223
13 H 3.278 -0.282 0.478
14 H 3.211 1.444 2.268
15 H 1.017 2.345 3.021
16 H -1.068 1.515 1.890
17 H -3.829 0.113 -1.962
18 H -2.624 -0.887 -2.818
19 H -2.162 0.709 -2.156
20 H -0.407 -2.323 -1.774

Calculated values
max |F| = 2.9 eV/Å
E_LUMO (spin up / spin down) = -4.884 / -4.884 eV
DFT total energy = -13459.736 eV
energy above the lowest of the compared OMol25 structures with the same formula, charge and spin = 297.59 kJ/mol
M = 149.2 Da
total charge = +1
HOMO-LUMO gap (spin up / spin down) = 7.22 / 7.24 eV



ORCA calculation (the ωB97M-V functional and the def2-TZVPD basis) on a 2-piece molecular cluster, C6H14O overall.

Element x y z (Å)
1 C 2.303 -0.245 -1.568
2 C 0.966 0.153 -0.996
3 C 0.711 0.452 0.484
4 C -0.152 -0.876 -0.909
5 C -0.849 0.001 0.119
6 C -1.955 -0.714 0.933
7 O -1.238 2.014 1.924
8 H 3.037 0.565 -1.504
9 H 2.158 -0.483 -2.629
10 H 2.708 -1.132 -1.071
11 H 0.585 1.030 -1.539
12 H 1.097 1.442 0.800
13 H 1.203 -0.281 1.140
14 H -0.456 1.616 1.516
15 H 0.221 -1.761 -0.373
16 H -0.695 -1.180 -1.803
17 H -1.328 0.846 -0.395
18 H -1.607 -1.185 1.857
19 H -2.370 -1.527 0.314
20 H -2.805 -0.063 1.175
21 H -1.534 1.325 2.526

Calculated values
max |F| = 0.8 eV/Å
E_LUMO = 0.975 eV
DFT total energy = -8495.232 eV
energy above the lowest of the compared OMol25 structures with the same formula, charge and spin = 160.18 kJ/mol
M = 102.2 Da
HOMO-LUMO gap = 11.77 eV